Molecular formula: C35H55BBrN10O7PbS4SbSe4
Method: DFT, ωB97M-V/def2-TZVPD

Geometry (Å):
Pb1 0.277 -0.057 0.241
C1 -0.107 4.006 1.507
C2 -0.643 4.117 2.935
C3 0.198 5.157 3.675
C4 -2.105 4.562 2.965
N1 -0.511 2.809 3.637
C5 0.223 2.606 4.797
C6 0.112 1.306 5.113
N2 -0.672 0.691 4.162
B1 -0.903 -0.835 4.257
N3 -2.234 -1.286 3.611
C7 -3.393 -1.009 4.301
C8 -4.432 -1.364 3.532
N4 -3.920 -1.866 2.345
C9 -2.555 -1.814 2.400
S1 -1.422 -2.349 1.244
C10 -4.875 -2.374 1.310
C11 -5.899 -1.267 1.053
C12 -5.549 -3.622 1.885
C13 -4.235 -2.742 -0.022
N5 0.322 -1.683 3.791
C14 0.324 -3.019 4.120
C15 1.513 -3.540 3.778
N6 2.266 -2.517 3.226
C16 1.506 -1.381 3.216
S2 1.985 0.140 2.576
C17 3.718 -2.638 2.896
C18 4.502 -1.736 3.851
C19 4.010 -2.298 1.435
C20 4.153 -4.085 3.123
C21 -1.069 1.620 3.255
S3 -2.079 1.353 1.914
H1 -0.074 5.006 1.067
H2 -0.742 3.376 0.889
H3 0.905 3.596 1.495
H4 0.082 6.107 3.155
H5 1.257 4.897 3.662
H6 -0.132 5.296 4.707
H7 -2.187 5.550 2.508
H8 -2.463 4.624 3.996
H9 -2.733 3.864 2.416
H10 0.782 3.382 5.279
H11 0.561 0.746 5.914
H12 -1.022 -1.070 5.446
H13 -3.368 -0.558 5.277
H14 -5.486 -1.292 3.717
H15 -6.533 -1.072 1.920
H16 -6.539 -1.548 0.217
H17 -5.394 -0.343 0.769
H18 -6.072 -3.406 2.818
H19 -4.805 -4.398 2.074
H20 -6.274 -4.004 1.165
H21 -3.687 -1.902 -0.442
H22 -5.039 -2.992 -0.716
H23 -3.545 -3.577 0.057
H24 -0.545 -3.490 4.544
H25 1.863 -4.550 3.849
H26 4.234 -0.692 3.704
H27 5.571 -1.855 3.663
H28 4.297 -2.015 4.889
H29 3.681 -1.295 1.180
H30 3.515 -3.008 0.774
H31 5.093 -2.365 1.290
H32 4.043 -4.394 4.165
H33 5.209 -4.156 2.861
H34 3.603 -4.770 2.476
N7 1.203 -0.592 -2.172
C22 1.497 -1.982 -2.446
C23 2.749 -2.195 -3.314
C24 2.876 -1.304 -4.546
C25 1.845 -1.538 -5.645
N8 0.556 -0.904 -5.401
C26 -0.640 -1.499 -5.391
N9 -1.737 -0.796 -5.547
N10 -0.757 -2.841 -5.278
C27 1.670 -2.781 -1.127
O1 2.148 -3.917 -1.226
O2 1.320 -2.208 -0.051
H35 0.676 -0.117 -2.894
H36 2.019 -0.033 -1.930
H37 0.614 -2.416 -2.925
H38 2.808 -3.249 -3.595
H39 3.621 -2.016 -2.677
H40 3.863 -1.471 -4.989
H41 2.853 -0.248 -4.264
H42 1.685 -2.606 -5.800
H43 2.223 -1.145 -6.594
H44 0.539 0.107 -5.334
H45 -1.745 0.215 -5.510
H46 -2.637 -1.252 -5.368
H47 -0.015 -3.323 -4.798
H48 -1.697 -3.141 -5.018
Br1 2.495 2.752 -5.824
C28 3.256 3.299 -4.159
C29 4.260 4.255 -4.166
C30 4.788 4.658 -2.947
C31 4.317 4.115 -1.759
C32 3.330 3.141 -1.770
C33 2.789 2.733 -2.988
C34 2.822 2.521 -0.460
O3 2.953 3.192 0.565
O4 2.349 1.354 -0.592
H49 4.611 4.675 -5.098
H50 5.571 5.407 -2.932
H51 4.702 4.440 -0.801
H52 2.001 1.996 -2.995
Se1 -6.903 -0.035 -2.502
Sb1 -4.819 -0.364 -3.648
Se2 -2.866 0.073 -1.759
Se3 -4.256 1.269 -5.361
Se4 -4.301 -2.689 -4.248
C35 -1.550 3.811 -3.539
S4 -1.184 2.218 -2.896
O5 -0.653 1.413 -3.980
O6 -2.618 1.798 -2.506
O7 -0.347 2.325 -1.733
H53 -2.165 3.670 -4.426
H54 -0.594 4.278 -3.772
H55 -2.086 4.371 -2.779

Its molar mass is 1591.67 u. Its energy above the lowest of the compared OMol25 structures with the same formula, charge and spin is 0.0 kJ/mol. The orbital gap is 0.2228 Eh. As for the LUMO energy: 3.49 eV. The net charge is -2. The spin multiplicity is 1. The max |F| comes out at 0.46 eV/Å.


Molecular formula: C35H55BInN6S7
Method: DFT, ωB97M-V/def2-TZVPD

Geometry (Å):
In1 0.365 0.297 0.397
C1 2.206 3.763 -0.781
C2 3.279 2.763 -1.183
S1 3.073 1.086 -0.506
C3 3.863 1.162 1.126
C4 3.159 1.983 2.192
S2 1.515 1.342 2.675
C5 0.615 2.919 2.876
C6 -0.896 2.746 2.864
S3 -1.610 2.090 1.328
C7 -1.784 3.555 0.264
C8 -0.512 4.225 -0.228
S4 0.564 3.036 -1.082
H1 2.297 4.656 -1.398
H2 2.281 4.055 0.266
H3 4.270 3.125 -0.907
H4 3.264 2.609 -2.262
H5 4.868 1.560 0.982
H6 3.950 0.118 1.429
H7 3.042 3.021 1.890
H8 3.762 1.957 3.100
H9 0.949 3.596 2.093
H10 0.914 3.319 3.845
H11 -1.373 3.708 3.053
H12 -1.216 2.052 3.642
H13 -2.389 4.272 0.820
H14 -2.373 3.184 -0.575
H15 0.050 4.691 0.580
H16 -0.785 5.002 -0.942
C9 4.810 -2.207 -0.757
C10 3.655 -2.327 -1.697
C11 3.852 -2.606 -3.024
C12 2.754 -2.727 -3.905
N1 1.536 -2.589 -3.447
N2 1.325 -2.336 -2.151
B1 -0.170 -2.565 -1.883
N3 -0.733 -2.785 -0.505
N4 -0.535 -3.889 -1.251
C13 -0.669 -5.114 -0.812
C14 -1.239 -5.206 0.486
C15 -1.532 -4.104 1.247
C16 -2.175 -4.218 2.579
C17 -1.170 -2.786 0.749
S5 -1.272 -1.401 1.705
C18 -0.174 -6.267 -1.649
C19 1.360 -6.101 -1.738
C20 -0.506 -7.609 -1.000
C21 -0.786 -6.186 -3.054
N5 -1.064 -2.001 -2.972
N6 -1.355 -2.865 -3.958
C22 -2.038 -2.451 -4.985
C23 -2.440 -1.091 -5.085
C24 -2.186 -0.211 -4.077
C25 -2.638 1.211 -4.132
C26 -1.466 -0.721 -2.949
S6 -1.277 0.333 -1.605
C27 -2.434 -3.428 -6.072
C28 -3.970 -3.547 -6.033
C29 -1.989 -2.894 -7.443
C30 -1.816 -4.805 -5.844
C31 2.311 -2.161 -1.252
S7 1.951 -1.826 0.398
C32 2.895 -3.102 -5.370
C33 4.326 -2.904 -5.868
C34 1.930 -2.266 -6.221
C35 2.515 -4.594 -5.464
H17 5.665 -2.764 -1.134
H18 4.554 -2.567 0.236
H19 5.110 -1.160 -0.672
H20 4.860 -2.733 -3.395
H21 -1.459 -6.186 0.886
H22 -2.236 -5.254 2.904
H23 -3.189 -3.810 2.536
H24 -1.639 -3.627 3.322
H25 1.813 -6.021 -0.747
H26 1.623 -5.217 -2.323
H27 1.784 -6.974 -2.232
H28 -0.020 -7.724 -0.029
H29 -0.143 -8.409 -1.644
H30 -1.582 -7.744 -0.883
H31 -0.598 -5.217 -3.518
H32 -1.863 -6.354 -3.013
H33 -0.350 -6.964 -3.681
H34 -2.952 -0.750 -5.975
H35 -3.013 1.453 -5.124
H36 -1.822 1.888 -3.881
H37 -3.439 1.382 -3.409
H38 -4.466 -2.604 -6.264
H39 -4.311 -3.887 -5.053
H40 -4.288 -4.281 -6.774
H41 -2.503 -1.978 -7.733
H42 -2.222 -3.644 -8.199
H43 -0.913 -2.715 -7.471
H44 -2.143 -5.227 -4.895
H45 -0.726 -4.756 -5.862
H46 -2.137 -5.475 -6.642
H47 4.660 -1.873 -5.730
H48 4.363 -3.121 -6.935
H49 5.030 -3.580 -5.380
H50 2.237 -1.218 -6.237
H51 0.915 -2.332 -5.830
H52 1.935 -2.631 -7.249
H53 3.161 -5.203 -4.829
H54 2.634 -4.934 -6.494
H55 1.477 -4.742 -5.162

Its molar mass is 909.97 u. Its energy above the lowest of the compared OMol25 structures with the same formula, charge and spin is 62.2 kJ/mol. The orbital gap is 0.2776 Eh. As for the LUMO energy: -8.59 eV. The net charge is +3. The spin multiplicity is 1. The max |F| comes out at 0.70 eV/Å.